(1)
Molecular formula: C29H32BrN2O8PS2Sc
Method: DFT, ωB97M-V/def2-TZVPD

molecular weight: 756.55 g mol⁻¹
HOMO energy: -4.87 eV
energy relative to the best compared isomer or geometry (same formula, charge and spin): 1.095 eV

```
! wB97M-V def2-TZVPD RIJCOSX def2/J DEFGRID3
* xyz -1 1
O 0.705 -0.811 1.927
C 1.424 4.411 1.756
C -2.008 -4.012 1.868
H -5.974 0.271 0.889
O 2.306 1.125 0.707
O 0.937 0.910 -1.635
S -3.599 -4.022 -0.841
H -4.803 1.530 2.668
C -2.937 2.301 -1.029
C -4.334 0.663 2.218
H 3.135 -0.861 -0.526
O -1.455 0.543 -0.446
H 3.686 -2.926 0.560
C 2.117 3.496 0.964
H 3.459 0.357 -5.541
C -0.806 -3.862 2.551
H -0.354 -0.544 -3.916
C 0.190 0.772 -2.690
H -3.527 -6.195 3.973
H 1.124 -0.487 -6.587
H -4.889 -1.725 -0.137
O 0.299 1.964 0.999
C 3.252 3.935 0.303
C 2.913 -1.675 2.121
H 2.593 2.380 -4.498
H 2.418 -0.668 -4.536
C 1.543 2.106 0.888
H 4.562 5.571 -0.114
H -3.493 2.502 -1.942
C -2.478 -0.859 2.066
Sc 0.489 -0.091 0.121
C 1.852 5.719 1.908
C 2.486 0.292 -5.054
H -3.578 1.881 -0.258
C 2.752 -2.408 0.792
H 0.348 -4.385 4.279
C -3.075 0.253 2.641
H -1.491 -1.163 2.399
C -1.561 -5.377 4.259
H 2.172 -2.043 -1.148
H 3.523 -0.779 1.973
H -0.521 1.306 -5.654
H -0.054 -3.194 2.148
O 1.458 -1.297 3.970
O -1.202 1.560 -2.434
C 2.222 1.442 -4.078
C -0.584 -4.534 3.747
C 0.693 1.485 -3.971
H 1.302 6.404 2.540
N 2.377 -1.503 -0.312
C -4.990 -0.043 1.218
S -0.582 -2.539 -0.492
C -1.794 1.372 -1.294
H 1.967 -3.161 0.866
C -4.391 -1.158 0.641
C 3.682 5.251 0.428
H 2.674 1.305 -3.098
H -2.508 3.238 -0.666
O -0.179 -0.517 -2.953
H 0.323 2.508 -3.924
H -3.914 -4.982 1.843
C -3.132 -1.568 1.059
C 1.334 0.433 -6.040
C 2.990 6.142 1.234
P -2.347 -3.059 0.337
C 1.606 -1.232 2.763
N 0.201 0.790 -5.175
H -2.550 0.800 3.413
H -1.390 -5.905 5.189
H 1.561 1.220 -6.770
H 3.422 -2.315 2.840
Br 4.288 2.835 -0.845
C -2.986 -4.856 2.388
H 3.338 7.163 1.327
H 0.527 4.058 2.247
C -2.762 -5.537 3.577
*
```

***

(2)
Molecular formula: C29H32ClDyN2O5S
Method: DFT, ωB97M-V/def2-TZVPD

molecular weight: 718.60 g mol⁻¹
HOMO energy (alpha / beta): -7.64 / -7.66 eV
energy relative to the best compared isomer or geometry (same formula, charge and spin): 0.000 eV

```
! wB97M-V def2-TZVPD RIJCOSX def2/J DEFGRID3
* xyz 0 6
C -1.701 3.634 -0.240
H -0.918 5.595 -0.589
C 2.846 1.755 -0.116
H -1.507 -1.934 -2.875
C -2.572 -0.594 3.799
C 4.076 2.619 -2.006
C 1.761 -1.458 -0.942
H -0.982 -5.616 3.273
C -2.577 -2.905 4.460
H -3.665 1.984 3.127
C -1.704 3.773 1.195
C -2.040 2.296 -2.237
H 2.751 -1.303 -1.372
H -2.499 -4.932 5.110
C -0.703 -2.381 -3.463
H 3.307 -3.594 -0.226
O -2.610 1.415 -0.124
C -2.734 1.722 3.648
C -1.318 -4.590 3.340
C 2.880 2.372 -1.367
N -1.453 2.770 1.946
H 6.175 1.350 0.330
H -0.760 2.552 3.892
Cl 6.762 2.503 -2.190
C 0.473 -1.416 -3.462
O -0.892 -1.488 1.545
H -3.235 -2.597 5.263
C 1.489 1.451 0.444
H -1.445 3.197 -4.070
C -1.128 4.517 -2.417
H -1.573 -1.737 -5.332
O 0.510 1.754 -0.288
H -0.246 -3.972 1.607
C 5.258 2.235 -1.388
H -2.044 3.790 3.723
C 5.243 1.634 -0.137
C 1.367 -2.923 -0.888
H -0.411 -3.049 -5.507
H -1.947 4.754 1.627
C -1.246 4.675 -1.056
H 2.162 -3.309 1.085
C -1.529 3.316 -2.999
H 1.457 -3.371 -1.879
H -2.345 1.363 -2.693
H -0.439 -3.325 -2.986
H -3.205 -0.483 4.693
C -2.172 -4.210 4.379
H 0.342 -0.678 -4.254
H -2.019 -3.373 -4.854
H -0.721 5.306 -3.031
C -1.205 -2.653 -4.877
H 1.729 -1.051 0.073
N -2.250 0.455 3.131
H 1.943 2.651 -1.829
C 4.037 1.393 0.501
C -0.906 -3.675 2.409
H 0.326 -2.983 -0.553
Dy -0.986 0.585 0.891
H 4.087 3.102 -2.970
C -2.159 -1.931 3.537
S 0.589 -0.396 -1.892
H 1.434 -1.901 -3.611
H 2.011 -4.754 0.078
C -1.305 -2.309 2.447
O 1.326 0.869 1.544
C -2.128 2.386 -0.825
O -0.711 -0.596 -1.195
H 4.018 0.926 1.475
C 2.265 -3.695 0.075
C -1.686 2.812 3.366
H -2.948 1.676 4.726
*
```

***

(3)
Molecular formula: C29H32ClIrN4O10S2Si2
Method: DFT, ωB97M-V/def2-TZVPD

molecular weight: 944.57 g mol⁻¹
HOMO energy: -1.27 eV

```
! wB97M-V def2-TZVPD RIJCOSX def2/J DEFGRID3
* xyz -2 1
C 2.101 -3.242 3.106
O -3.084 -1.334 -6.210
H -4.958 2.295 2.034
N 1.113 -1.552 0.853
H 0.510 2.604 -3.019
C -3.134 3.804 4.443
H -1.434 2.979 -0.838
H -1.017 -2.354 3.112
O -3.536 -2.419 -4.333
C 1.894 0.037 -4.629
H 2.120 4.423 0.499
H 3.568 2.315 -6.470
C 4.251 -0.223 -4.336
C -0.614 3.326 -0.212
H 1.262 1.630 -5.916
C 4.663 -1.368 -0.264
H 3.472 1.584 -1.372
H 2.261 2.589 -2.821
C 2.271 0.106 -0.384
C 3.401 1.482 -5.799
H -1.135 3.220 4.974
C -1.895 1.989 3.424
N 0.570 -0.399 -4.336
C 3.483 -1.891 0.268
H 2.770 -1.393 -3.297
H -5.112 4.148 3.677
H 3.135 -3.055 2.814
Ir -0.406 -0.265 0.524
O 0.563 1.957 4.217
O -2.457 -0.742 1.858
C 2.285 3.341 0.504
C 1.077 -4.534 0.518
C -1.484 -1.204 -4.479
H -3.175 4.609 5.168
H 0.370 -4.426 -0.309
C 2.957 -0.615 -4.025
O -1.180 -1.632 -0.777
H 0.841 -5.464 1.045
H -1.601 -3.132 1.639
H -0.908 3.198 0.830
H 3.507 -2.865 0.738
N 1.050 0.770 -0.400
H 3.321 3.151 0.221
H 2.077 -4.630 0.092
C 3.462 0.611 -0.899
H 2.141 2.981 1.526
C 4.477 0.815 -5.228
C 2.290 -1.165 0.256
H 5.579 -1.947 -0.211
Si 0.883 -3.051 1.676
H 1.348 4.071 -2.494
H -0.457 4.395 -0.398
O -4.444 0.401 0.917
H 5.077 -0.722 -3.850
C -4.130 2.518 2.691
O -2.172 0.958 0.211
H 2.039 -4.248 3.535
C 4.657 -0.109 -0.829
C -4.211 3.549 3.614
C -1.990 3.027 4.344
C -2.987 1.734 2.584
O 0.126 0.987 2.081
H 5.568 0.324 -1.229
O -2.602 -2.593 -2.149
H 1.837 -2.522 3.885
S -3.062 0.471 1.302
C -0.826 -3.163 2.405
C -2.776 -1.652 -5.079
O -0.618 -0.190 4.111
Cl -0.280 -0.413 -6.877
C -0.447 -0.654 -5.195
S -0.327 1.078 3.496
N 0.252 -0.771 -3.081
C -1.624 -1.848 -1.931
H -0.903 -4.116 2.941
H -3.099 -2.584 -3.416
C -0.978 -1.237 -3.145
H 5.490 1.121 -5.459
C 2.105 1.099 -5.497
C 1.333 2.980 -2.402
Si 1.013 2.494 -0.602
*
```

***

(4)
Molecular formula: C29H32GaN3O12
Method: DFT, ωB97M-V/def2-TZVPD

molecular weight: 684.31 g mol⁻¹
HOMO energy (alpha / beta): 0.38 / 0.39 eV

```
! wB97M-V def2-TZVPD RIJCOSX def2/J DEFGRID3
* xyz -2 1
H -0.855 1.726 -7.547
C -0.555 -0.694 -7.969
H 1.699 1.648 -4.582
H 1.943 3.366 -4.917
O 2.028 4.181 0.810
N -1.258 -0.376 2.953
H -0.918 -3.768 -8.792
H 1.028 -1.526 -1.418
H 3.624 1.555 0.333
C 1.653 -0.165 -7.422
H -0.235 -1.678 -5.568
C 0.108 -0.637 -5.467
C 1.574 -1.075 0.705
H 3.438 -1.493 -8.802
H -1.994 -0.518 -3.049
H 2.596 0.641 -2.000
C -0.498 0.865 3.031
C 2.873 0.769 0.250
C -0.899 0.224 -4.719
N 1.180 3.298 0.708
H -2.541 -2.445 2.420
H 1.173 -1.955 1.202
H 3.582 0.259 -9.135
H -1.909 3.393 -3.701
C -2.251 -2.057 -0.865
C -2.379 -2.015 1.442
H -0.316 -1.018 -3.014
H 2.794 -0.824 -10.341
H -1.841 2.021 -5.477
Ga 0.269 1.086 -0.859
C 2.446 -0.107 1.259
H -1.061 4.715 -4.537
H -2.087 -2.346 -1.907
C -0.975 -0.151 -3.225
H -1.439 -3.746 0.371
O -0.773 1.108 0.712
C -0.914 3.805 -3.934
H 0.746 2.117 -6.879
C -0.142 1.481 -6.752
H -0.278 0.760 5.166
O -1.107 -0.111 -8.890
O -2.313 -0.508 3.579
H -0.317 -2.448 -9.856
C -0.248 1.567 1.830
H 1.101 -0.643 -4.995
C 1.422 -0.813 -0.688
H 2.783 -0.100 2.297
C -2.870 -0.807 -0.466
C 0.248 0.000 -6.868
C 1.325 2.653 -4.336
C -0.986 -2.712 -9.031
H -1.871 -0.110 -5.121
C -0.010 1.296 4.257
C -2.987 -0.794 0.923
C 2.959 -0.631 -9.283
C 0.660 2.673 1.883
O -0.764 -1.309 2.226
O -0.567 -2.029 -7.843
H -2.011 -2.432 -9.288
C 1.231 3.060 3.107
O 1.656 -0.430 -8.741
O -0.783 0.858 -2.267
H -3.207 -0.015 -1.131
O 2.405 3.575 5.577
H 1.512 2.864 -3.268
C 2.240 0.376 -1.000
H -0.428 4.107 -2.994
C 0.892 2.373 4.280
O 0.758 2.957 -0.508
C -1.936 -2.781 0.282
H -3.462 -0.027 1.518
H 1.971 3.861 3.130
C -0.791 1.703 -5.340
C -0.110 2.779 -4.623
O 2.670 -0.079 -6.745
N 1.566 2.653 5.530
O 1.278 1.941 6.520
*
```

***

(5)
Molecular formula: C29H32MoN4O6S2
Method: DFT, ωB97M-V/def2-TZVPD

molecular weight: 692.67 g mol⁻¹
HOMO energy: -14.03 eV
energy relative to the best compared isomer or geometry (same formula, charge and spin): 0.000 eV

```
! wB97M-V def2-TZVPD RIJCOSX def2/J DEFGRID3
* xyz 2 1
H 3.731 -3.128 -2.298
H 5.019 1.336 0.223
O -1.519 2.017 1.637
C -1.765 -3.548 -0.523
C 3.527 1.128 1.758
H -1.287 2.747 -6.506
H -3.749 3.220 1.170
H -1.186 0.826 4.987
C 4.289 0.918 4.008
C 3.238 0.998 3.114
C 0.829 -1.893 4.141
S -0.891 2.271 -1.729
H -3.514 1.481 -1.360
C -3.712 2.258 0.661
C -2.016 0.836 -5.860
H 1.730 -4.547 -2.453
C -3.462 2.447 -0.856
C -1.687 -2.339 0.176
H 4.093 0.833 5.068
C 2.830 -1.658 -1.010
N -0.581 -1.611 0.207
C -0.380 -0.960 4.043
H -2.694 -4.098 -0.506
H 6.418 0.907 4.249
C 5.600 0.966 3.543
H -2.546 -1.955 0.706
C -2.421 0.378 -7.230
H -3.505 0.271 -7.290
H -0.394 -0.312 6.084
C -2.567 1.474 1.170
C -0.674 -4.006 -1.215
H 6.893 1.163 1.842
H 3.727 -1.056 -0.947
O -2.466 0.209 0.984
N -2.171 3.063 -1.125
C 1.689 -1.291 -0.356
O 2.681 1.769 -0.609
C -2.201 0.000 -4.757
C 2.825 -2.844 -1.780
C -1.089 2.522 -4.394
C -0.341 0.148 5.097
Mo -0.383 0.325 1.201
N 1.467 -0.192 0.477
C 0.524 -3.263 -1.200
S 2.229 1.206 0.609
H -1.984 -0.594 -7.460
H 0.583 0.723 5.039
H -4.253 3.070 -1.269
O 0.176 3.208 -1.776
C 5.871 1.107 2.189
H -4.644 1.714 0.811
H -2.113 4.064 -1.255
H -1.724 -2.516 3.337
H 2.212 0.996 3.456
C 4.830 1.195 1.279
C -1.844 0.404 -3.485
H 1.765 -1.340 4.064
H -0.722 -4.935 -1.769
H 0.804 -2.396 5.108
C -1.293 1.671 -3.315
O 1.040 1.840 1.318
H -2.551 -1.076 3.976
C 0.528 -2.074 -0.457
H -1.773 -2.219 5.077
H 0.800 -2.652 3.358
H -2.109 1.085 -7.996
O -0.747 1.056 -0.899
C 1.715 -3.634 -1.872
H -1.974 -0.256 -2.637
C -1.451 2.094 -5.659
N -0.324 -0.321 2.738
H -0.635 3.494 -4.247
C -1.695 -1.739 4.102
H -2.628 -0.985 -4.904
*
```

***

(6)
Molecular formula: C29H32N4O7S
Method: DFT, ωB97M-V/def2-TZVPD

molecular weight: 580.66 g mol⁻¹
HOMO energy: -7.47 eV
energy relative to the best compared isomer or geometry (same formula, charge and spin): 23.654 eV
SMILES: COc1cccc(-n2c(=O)c3c(C)c(C(=O)N(C)C)sc3n(CC(=O)NCCc3ccc(OC)c(OC)c3)c2=O)c1

```
! wB97M-V def2-TZVPD RIJCOSX def2/J DEFGRID3
* xyz 0 1
H -2.237 -2.902 3.524
H 1.555 -0.221 3.943
C 3.622 0.431 -0.049
C 0.235 -1.768 1.301
H -4.273 -1.473 -1.996
H -4.798 0.837 -2.556
H 2.598 -1.239 -0.805
C 3.848 -3.208 -1.971
N 0.657 -0.223 4.109
C 1.431 1.187 -1.024
S -1.807 2.450 0.792
H -3.459 -2.325 1.372
H -1.124 -0.822 -2.318
H 3.198 -2.626 -2.775
O -2.597 -1.328 -0.864
H 0.495 2.754 -3.254
H -0.814 -1.463 4.950
C -0.952 2.258 -1.511
C 5.995 -0.888 -0.474
H -2.974 0.962 -2.211
H 1.021 2.361 3.665
H -4.812 3.537 -4.119
H 3.164 -3.469 -1.174
O 2.058 1.418 -1.898
H -4.062 -2.760 -0.817
C 0.264 1.910 -0.631
C 3.591 -0.900 -0.881
C 0.142 -1.503 4.655
H -1.221 3.108 -3.588
C -0.251 0.657 3.965
H 4.624 1.827 0.959
O 4.824 -2.617 -1.480
C 0.155 1.810 3.152
H 6.917 -1.221 -0.699
C -3.002 3.473 -1.276
H -0.549 2.567 3.282
C -4.009 -1.811 -0.965
C -2.070 -1.811 0.187
H -4.929 4.402 -2.761
C -3.846 1.125 -2.705
C -4.828 3.552 -2.988
N 0.680 1.678 1.782
C 4.783 -1.420 -0.940
H -3.431 1.301 -3.760
O 2.504 0.598 2.371
H 1.612 -2.370 3.698
H 0.621 -0.625 -2.702
H 4.310 -4.251 -2.491
C -0.204 -2.462 2.591
N -3.771 2.879 -2.244
C -2.490 -2.334 1.387
H 0.412 -3.616 4.151
H -5.966 2.945 -2.701
C -0.459 -1.490 0.153
H -4.357 -1.150 -0.157
C -0.055 -1.334 -2.140
C -0.613 2.415 -2.982
H 6.783 0.856 0.693
O 0.310 -1.193 -0.936
O -3.382 4.565 -0.967
C 1.785 1.065 1.598
H 1.334 -1.634 1.455
C 5.877 0.322 0.143
H -0.322 -2.428 -2.524
C -1.736 -2.653 2.503
C -1.899 2.766 -0.804
O -1.492 0.356 3.881
H 0.830 -1.604 5.499
H -0.780 1.394 -3.303
N 2.251 0.944 -0.008
C -0.182 2.043 0.560
C 0.424 -2.796 3.736
C 4.841 1.185 0.398
*
```

***

no.,total energy (eV),F_max (eV/Å)
1,-171667.19570,1.1
2,-91255.98383,2.4
3,-109822.65718,1.1
4,-111997.04398,3.4
5,-72352.60965,0.1
6,-61698.61484,17.8